{"formula": "C38H47F6N3O7S3Si2Ta", "method": "ωB97M-V/def2-TZVPD", "elements": ["Ta", "C", "C", "C", "C", "O", "Si", "S", "O", "C", "C", "C", "C", "O", "C", "C", "C", "C", "H", "H", "H", "H", "H", "H", "H", "H", "H", "H", "H", "H", "H", "H", "H", "H", "H", "H", "H", "H", "H", "H", "H", "H", "H", "H", "H", "C", "C", "C", "C", "C", "C", "N", "N", "C", "C", "C", "C", "C", "C", "H", "H", "H", "H", "H", "H", "H", "H", "H", "F", "C", "F", "F", "S", "O", "O", "N", "S", "O", "O", "C", "F", "F", "F", "C", "C", "C", "C", "C", "C", "Si", "C", "C", "C", "C", "C", "C", "H", "H", "H", "H", "H", "H", "H", "H", "H", "H", "H"], "xyz": [[-0.590168, -0.807543, -0.465999], [1.815373, 1.334214, 3.216703], [0.481750, 0.885282, 2.640251], [-0.304164, 2.079626, 2.128562], [-0.330250, 0.133356, 3.684517], [0.755412, 0.002490, 1.467716], [1.803521, -1.321349, 1.516427], [1.397258, -2.025576, -0.473516], [1.276509, -2.326752, 2.656912], [1.935550, -3.277344, 3.540403], [0.811039, -3.960729, 4.302596], [2.846586, -2.531052, 4.505106], [2.706127, -4.275518, 2.691606], [3.353759, -1.024035, 1.757232], [4.605647, -0.675295, 1.121883], [5.471778, -0.072318, 2.216814], [4.347709, 0.327497, 0.014982], [5.218421, -1.955069, 0.575296], [1.632842, 2.072212, 3.998324], [2.434426, 1.792905, 2.443885], [2.364756, 0.502054, 3.659050], [-0.711997, 2.622805, 2.982020], [-1.142103, 1.777750, 1.498440], [0.327050, 2.774809, 1.579853], [-0.463270, 0.783843, 4.549872], [0.169339, -0.776564, 4.004832], [-1.317118, -0.129080, 3.311449], [0.179476, -3.220216, 4.794148], [1.226174, -4.622399, 5.063353], [0.189739, -4.552954, 3.632329], [2.270805, -1.811315, 5.090713], [3.639467, -2.006394, 3.975415], [3.300998, -3.239040, 5.198724], [2.033487, -4.780548, 1.996710], [3.172414, -5.028839, 3.327227], [3.492282, -3.776375, 2.122573], [4.994154, 0.814105, 2.635866], [6.441196, 0.216958, 1.810022], [5.636717, -0.793564, 3.017446], [3.862886, 1.218059, 0.416406], [3.707199, -0.103315, -0.755440], [5.290124, 0.626260, -0.446163], [5.408589, -2.664803, 1.380810], [6.166836, -1.734342, 0.084450], [4.553477, -2.417721, -0.156423], [-4.172658, -3.275264, -4.395411], [-3.071210, -2.770994, -5.072245], [-2.056807, -2.120669, -4.389117], [-2.139442, -1.985481, -3.006436], [-3.235470, -2.497603, -2.328191], [-4.252284, -3.132930, -3.018228], [-1.121674, -1.293271, -2.281960], [-0.044036, -0.929595, -3.078735], [0.640495, 0.101792, -2.635281], [1.846713, 0.449843, -3.340537], [2.627287, 1.460559, -2.914581], [2.299029, 2.195907, -1.723809], [1.177799, 1.921181, -1.040426], [0.191525, 0.927708, -1.480692], [-4.962557, -3.777163, -4.937263], [-3.000121, -2.878538, -6.146206], [-1.205980, -1.719336, -4.917523], [-3.301369, -2.427323, -1.254388], [-5.103825, -3.519439, -2.474385], [2.087094, -0.140319, -4.215259], [3.521312, 1.720780, -3.466153], [2.965570, 2.977080, -1.383360], [0.941311, 2.500235, -0.161560], [-1.219536, -4.939591, 1.632111], [-2.110225, -4.234960, 0.961905], [-3.260531, -4.873263, 0.918696], [-1.664015, -4.015290, -0.274061], [-2.323541, -2.595728, 1.809205], [-1.184299, -1.782280, 1.329810], [-2.343565, -2.843469, 3.201160], [-3.642629, -2.055733, 1.162725], [-3.832685, -0.613867, 0.590348], [-2.531710, -0.038497, 0.117963], [-4.905057, -0.550575, -0.328317], [-4.320872, 0.451099, 2.059858], [-5.260776, 1.286973, 1.681291], [-4.772290, -0.344608, 3.012454], [-3.265566, 1.123529, 2.504190], [-4.705739, 4.059693, -0.029522], [-4.951247, 3.047854, -0.945845], [-3.892105, 2.395387, -1.558601], [-2.570127, 2.748582, -1.274052], [-2.342284, 3.762071, -0.338516], [-3.398739, 4.408558, 0.284063], [-1.247759, 2.022611, -2.359052], [-0.356345, 3.325726, -3.353693], [-0.122739, 3.053671, -4.703373], [0.544030, 3.962639, -5.514041], [0.986548, 5.164168, -4.984130], [0.756215, 5.456613, -3.644780], [0.092924, 4.545474, -2.840737], [-5.531184, 4.575681, 0.442924], [-5.967656, 2.764251, -1.185746], [-4.101543, 1.612398, -2.279048], [-1.330422, 4.066104, -0.094598], [-3.204385, 5.197341, 0.999401], [-1.869836, 1.086623, -3.315149], [-0.469107, 2.119173, -5.132581], [0.711565, 3.733987, -6.558442], [1.502326, 5.878090, -5.612800], [1.090321, 6.399464, -3.231605], [-0.077915, 4.798769, -1.801051]], "forces_ev_per_angstrom": [[0.5, 0.9, -0.3], [0.0, 0.0, 0.0], [0.0, 0.0, 0.0], [0.0, 0.0, 0.0], [0.0, 0.0, 0.0], [0.1, -0.1, 0.0], [0.0, -0.1, -0.1], [0.2, -0.4, 0.1], [0.0, 0.1, 0.0], [0.0, -0.1, 0.0], [0.0, 0.0, 0.0], [0.0, 0.0, 0.0], [0.0, 0.0, 0.0], [-0.1, 0.1, 0.1], [0.0, 0.0, 0.0], [0.0, 0.0, 0.0], [0.0, 0.0, 0.0], [0.0, 0.0, 0.0], [0.0, 0.0, 0.0], [0.0, 0.0, 0.0], [0.0, 0.0, 0.0], [0.0, 0.0, 0.0], [0.0, 0.0, 0.0], [0.0, 0.0, 0.0], [0.0, 0.0, 0.0], [0.0, 0.0, 0.0], [0.0, 0.0, 0.0], [0.0, 0.0, 0.0], [0.0, 0.0, 0.0], [0.0, 0.0, 0.0], [0.0, 0.0, 0.0], [0.0, 0.0, 0.0], [0.0, 0.0, 0.0], [0.0, 0.0, 0.0], [0.0, 0.0, 0.0], [0.0, 0.0, 0.0], [0.0, 0.0, 0.0], [0.0, 0.0, 0.0], [0.0, 0.0, 0.0], [0.0, 0.0, 0.0], [0.0, 0.0, 0.0], [0.0, 0.0, 0.0], [0.0, 0.0, 0.0], [0.0, 0.0, 0.0], [0.0, 0.0, 0.0], [0.0, 0.0, 0.0], [0.0, 0.0, 0.0], [0.0, 0.1, 0.0], [-0.1, 0.1, -0.1], [0.0, 0.0, 0.1], [0.0, 0.0, 0.0], [-0.3, -0.2, 0.1], [0.1, -0.2, 0.2], [-0.1, 0.3, 0.0], [0.1, -0.1, 0.0], [-0.1, 0.0, 0.0], [0.0, 0.0, 0.0], [-0.1, 0.1, 0.1], [-0.1, 0.2, -0.1], [0.0, 0.0, 0.0], [0.0, 0.0, 0.0], [0.0, 0.0, 0.0], [0.0, 0.0, 0.0], [0.0, 0.0, 0.0], [0.0, 0.0, 0.0], [0.0, 0.0, 0.0], [0.0, 0.0, 0.0], [0.0, 0.0, 0.0], [0.0, 0.0, 0.0], [0.1, 0.1, -0.1], [0.0, 0.0, 0.0], [0.0, 0.0, 0.0], [-0.2, 0.0, 0.0], [0.2, -0.4, 0.0], [-0.1, 0.1, 0.0], [0.0, -0.1, 0.1], [0.1, 0.1, 0.0], [-0.2, -0.1, -0.1], [-0.1, 0.0, -0.1], [0.1, 0.0, 0.0], [0.0, 0.0, 0.0], [0.0, 0.0, 0.0], [0.0, 0.0, 0.0], [0.0, 0.0, 0.0], [0.0, 0.0, 0.0], [0.0, 0.0, 0.0], [0.1, 0.0, 0.0], [0.0, 0.0, 0.0], [0.0, 0.0, 0.0], [0.0, 0.0, -0.1], [0.0, -0.1, 0.0], [0.0, 0.0, 0.0], [0.0, 0.0, 0.0], [0.0, 0.0, 0.0], [0.0, 0.0, 0.0], [0.0, 0.0, 0.0], [0.0, 0.0, 0.0], [0.0, 0.0, 0.0], [0.0, 0.0, 0.0], [0.0, 0.0, 0.0], [0.0, 0.0, 0.0], [-0.1, 0.0, 0.1], [0.0, 0.0, 0.0], [0.0, 0.0, 0.0], [0.0, 0.0, 0.0], [0.0, 0.0, 0.0], [0.0, 0.0, 0.0]], "orbital_gap_ev": 6.9, "e_homo_ha": -0.3902, "charge": 1, "de_lowest_kcal_mol": 0.6, "multiplicity": 1, "fmax_ev_per_a": 1.06}